[1]
The following is a DFT calculation (wB97M-V/def2-TZVPD) of C42H33CdN6O4S2 as an isolated structure.

The charge is -1. The lowest unoccupied orbital energy is 1.41 eV. The calculation puts the relative energy (zero: lowest compared OMol25 entry of this formula, charge and spin) at 0.0000 eV. For the molecular weight, the calculation gives 862.3 g/mol.

Each line ends with the Löwdin charge.
Cartesian coordinates (Å):
Cd (0.0320, -0.6128, 0.3617)  1.456
O (-0.7437, -1.9383, -1.4721)  -0.152
C (-1.0280, -3.1722, -1.4120)  -0.406
C (-0.3340, -4.1291, -2.2122)  -0.027
C (-0.8014, -5.3973, -2.3829)  -0.116
C (-1.9147, -5.8782, -1.6631)  -0.149
C (-2.5745, -5.0478, -0.7972)  -0.081
C (-2.0757, -3.7281, -0.5464)  -0.159
C (-2.5489, -3.0023, 0.5714)  -0.162
N (-2.0607, -1.9352, 1.0822)  -0.038
C (-2.3440, -1.6456, 2.4828)  -0.261
C (-2.2909, -0.1481, 2.8339)  -0.250
N (-0.9925, 0.4101, 2.4119)  -0.052
C (-0.8876, 1.7173, 2.4785)  -0.152
C (0.2485, 2.4931, 2.1380)  -0.174
C (0.0909, 3.8980, 1.9736)  -0.083
C (1.1842, 4.7232, 1.9133)  -0.146
C (2.4805, 4.1673, 1.9279)  -0.114
C (2.6705, 2.8091, 1.8039)  -0.022
C (1.5465, 1.8896, 1.8137)  -0.406
O (1.7290, 0.6764, 1.5269)  -0.135
H (0.5951, -3.8430, -2.7011)  0.112
H (-0.3185, -6.0643, -3.1004)  0.095
H (-2.2784, -6.8958, -1.8408)  0.083
H (-3.4703, -5.3698, -0.2975)  0.090
H (-3.4340, -3.4187, 1.0897)  0.117
H (-1.5919, -2.1165, 3.1506)  0.096
H (-3.3653, -2.0323, 2.7464)  0.110
H (-2.4797, -0.0272, 3.9318)  0.117
H (-3.1193, 0.3920, 2.3043)  0.100
H (-1.7657, 2.3134, 2.8025)  0.124
H (-0.9060, 4.2905, 1.9095)  0.094
H (1.0139, 5.8142, 1.9952)  0.092
H (3.2933, 4.8711, 2.0324)  0.089
H (3.6434, 2.3679, 1.7076)  0.093
S (-6.0327, 0.5670, -0.3809)  1.040
C (-7.5205, 1.2126, -0.9458)  -0.445
C (-7.3954, 2.1500, -1.9189)  -0.190
C (-6.0279, 2.3226, -2.2990)  -0.125
C (-5.1634, 1.5520, -1.5446)  -0.466
C (-3.7145, 1.6589, -1.6170)  -0.186
C (-2.8072, 0.8647, -0.8600)  -0.071
N (-1.5071, 1.0115, -0.8901)  0.095
C (-0.9375, 1.8879, -1.6981)  -0.152
C (-1.7384, 2.8033, -2.4893)  -0.121
C (-1.0949, 3.8459, -3.2144)  -0.024
C (0.2712, 3.8965, -3.3250)  -0.018
C (1.1034, 2.9043, -2.7183)  -0.135
C (2.4655, 2.8809, -2.8076)  0.044
C (3.1895, 1.8398, -2.1946)  -0.199
C (2.4859, 0.7883, -1.6476)  -0.058
N (1.1696, 0.8742, -1.4014)  0.118
C (0.4656, 1.8904, -1.8830)  -0.143
C (4.6327, 1.8371, -2.0814)  -0.463
C (5.5487, 2.5927, -2.8158)  -0.129
C (6.9088, 2.2767, -2.5236)  -0.200
C (7.0109, 1.3165, -1.5335)  -0.435
S (5.4875, 0.7377, -1.0555)  1.075
C (-3.1160, 2.6463, -2.3964)  0.036
H (-8.4469, 0.8858, -0.4926)  0.060
H (-8.2023, 2.7631, -2.3662)  0.111
H (-5.7182, 3.0654, -3.0442)  0.106
H (-3.1934, 0.0823, -0.1852)  0.094
H (-1.6765, 4.5220, -3.8124)  0.104
H (0.7354, 4.5541, -4.0164)  0.099
H (3.0150, 3.7314, -3.2643)  0.133
H (2.9437, -0.1535, -1.3714)  0.089
H (5.2987, 3.3138, -3.6018)  0.105
H (7.7740, 2.8286, -2.9196)  0.099
H (7.9312, 0.8773, -1.1008)  0.073
H (-3.7983, 3.3081, -2.9210)  0.106
N (1.3219, -1.1458, 4.2885)  0.136
C (1.4862, -2.3899, 3.7845)  -0.393
C (2.3589, -3.3071, 4.4302)  -0.053
C (2.5677, -4.5407, 3.8814)  -0.112
C (1.8569, -4.9427, 2.7379)  -0.091
C (1.0636, -3.9772, 2.1380)  -0.148
N (0.8736, -2.7355, 2.6353)  0.093
H (1.9728, -0.7668, 4.9605)  0.096
H (0.8944, -0.4920, 3.6424)  0.055
H (2.8014, -3.0374, 5.3909)  0.098
H (3.2925, -5.2265, 4.3205)  0.097
H (1.9449, -5.9275, 2.2650)  0.097
H (0.4896, -4.1313, 1.1947)  0.117
O (3.3050, -2.9843, -1.2976)  -0.081
C (2.9218, -2.4818, -0.2262)  -0.545
O (1.7565, -1.8974, -0.0438)  -0.280
H (3.5438, -2.5824, 0.6712)  0.105

Cartesian forces (eV/Å) of the 6 atoms listed first:
0.033 -0.668 0.044
-0.207 -0.139 0.333
-0.283 0.087 0.678
0.447 -0.205 -0.540
0.011 -0.331 0.140
-0.701 -0.535 -0.425

---

[2]
The following is a DFT calculation (wB97M-V/def2-TZVPD) of C42H33F10KN3P2 as an isolated structure.

The charge is -1. The lowest unoccupied orbital energy is 2.13 eV. For the molecular weight, the calculation gives 870.8 g/mol.

Each line ends with the Löwdin charge.
Cartesian coordinates (Å):
K (-1.4367, -1.9669, 1.3266)  0.796
C (-1.7048, -3.1047, -2.0785)  -0.095
N (-1.0522, -3.5209, -0.8509)  -0.276
C (0.4017, -3.6066, -1.0468)  -0.202
C (1.2482, -3.7302, 0.2275)  -0.234
N (0.8946, -2.6860, 1.1776)  -0.072
C (1.7752, -2.0832, 1.9647)  -0.239
C (3.1857, -2.2309, 2.1070)  -0.153
F (3.8461, -3.1766, 1.3943)  0.055
C (3.9691, -1.4272, 2.9119)  -0.178
F (5.2978, -1.6208, 2.9255)  0.092
C (3.4374, -0.4244, 3.6969)  -0.183
F (4.2197, 0.3567, 4.4704)  0.073
C (2.0622, -0.2767, 3.6744)  -0.190
F (1.4897, 0.6661, 4.4384)  0.097
C (1.2873, -1.0641, 2.8552)  -0.180
F (-0.0596, -0.8530, 2.8844)  -0.064
C (-1.6141, -4.7753, -0.3422)  -0.206
C (-3.0776, -4.7010, 0.1049)  -0.260
N (-3.2331, -3.6222, 1.0629)  -0.091
C (-4.2649, -3.5721, 1.9072)  -0.225
C (-4.3029, -2.5127, 2.8731)  -0.152
F (-3.3239, -1.5665, 2.8059)  -0.034
C (-5.2364, -2.3823, 3.8706)  -0.171
F (-5.1497, -1.3682, 4.7467)  0.096
C (-6.2893, -3.2710, 3.9710)  -0.181
F (-7.2112, -3.1557, 4.9494)  0.074
C (-6.3542, -4.2768, 3.0332)  -0.173
F (-7.3800, -5.1426, 3.0839)  0.091
C (-5.4004, -4.4172, 2.0416)  -0.143
F (-5.6038, -5.4183, 1.1468)  0.051
H (-1.5755, -3.8396, -2.8930)  0.087
H (-1.2847, -2.1509, -2.4116)  0.075
H (-2.7750, -2.9629, -1.9133)  0.080
H (0.7136, -2.6885, -1.5523)  0.097
H (0.6648, -4.4561, -1.7093)  0.120
H (2.2885, -3.7086, -0.1058)  0.101
H (1.0968, -4.7239, 0.6757)  0.103
H (-1.0211, -5.0710, 0.5274)  0.111
H (-1.5094, -5.5742, -1.0996)  0.119
H (-3.3168, -5.6885, 0.5183)  0.108
H (-3.7350, -4.5811, -0.7705)  0.102
C (0.4585, 1.9998, 1.1580)  -0.501
P (0.0195, 0.6374, -0.0344)  1.066
C (-1.0329, 1.4657, -1.3017)  -0.372
C (-2.4154, 1.3393, -1.1463)  -0.103
C (-3.2976, 1.9633, -2.0247)  -0.084
C (-2.8027, 2.6975, -3.0941)  -0.094
C (-1.4293, 2.8057, -3.2803)  -0.078
C (-0.5585, 2.1979, -2.3898)  -0.107
C (1.5731, 0.2888, -0.9363)  -0.361
C (2.7677, 0.2549, -0.2160)  -0.109
C (3.9470, -0.1676, -0.8105)  -0.082
C (3.9550, -0.5583, -2.1452)  -0.086
C (2.7745, -0.5236, -2.8767)  -0.085
C (1.5915, -0.1075, -2.2755)  -0.118
P (1.2759, 3.6524, 0.9895)  1.052
C (0.2083, 4.6527, -0.1170)  -0.389
C (0.7540, 5.6291, -0.9550)  -0.113
C (-0.0643, 6.4929, -1.6752)  -0.091
C (-1.4453, 6.4136, -1.5556)  -0.101
C (-2.0000, 5.4717, -0.6992)  -0.090
C (-1.1814, 4.6048, 0.0115)  -0.110
C (2.7888, 3.3056, 0.0120)  -0.396
C (2.8801, 3.2730, -1.3810)  -0.105
C (4.0771, 2.9591, -2.0091)  -0.077
C (5.2023, 2.6552, -1.2508)  -0.101
C (5.1273, 2.6767, 0.1342)  -0.094
C (3.9303, 3.0144, 0.7580)  -0.124
H (1.0686, 1.5065, 1.9194)  0.008
H (-0.4722, 2.1950, 1.6975)  0.039
H (-2.8088, 0.7490, -0.3244)  0.098
H (-4.3668, 1.8602, -1.8804)  0.102
H (-3.4837, 3.1781, -3.7864)  0.099
H (-1.0358, 3.3804, -4.1116)  0.104
H (0.5084, 2.2924, -2.5419)  0.080
H (2.7831, 0.5599, 0.8280)  0.093
H (4.8581, -0.2014, -0.2223)  0.114
H (4.8757, -0.8941, -2.6094)  0.101
H (2.7673, -0.8343, -3.9156)  0.100
H (0.6780, -0.1089, -2.8546)  0.097
H (1.8298, 5.7117, -1.0564)  0.097
H (0.3820, 7.2309, -2.3321)  0.098
H (-2.0834, 7.0828, -2.1212)  0.097
H (-3.0763, 5.3959, -0.5962)  0.104
H (-1.6398, 3.8669, 0.6577)  0.096
H (2.0091, 3.5001, -1.9810)  0.083
H (4.1274, 2.9329, -3.0921)  0.107
H (6.1338, 2.3970, -1.7410)  0.105
H (5.9987, 2.4384, 0.7330)  0.107
H (3.8766, 3.0425, 1.8424)  0.101

Cartesian forces (eV/Å) of the 6 atoms listed first:
-0.480 0.489 -0.643
0.013 0.042 0.074
0.182 -0.291 -0.172
-0.062 -0.029 0.132
-0.073 0.227 0.240
1.084 -0.253 0.056

---

Number 1: Kohn-Sham gap 5.6 eV, E -3214.0048 hartree, E_HOMO -0.15257 Ha. Number 2: Kohn-Sham gap 6.1 eV, E -4065.8459 hartree, E_HOMO -0.14696 Ha.